8
Properties=species:S:1:pos:R:3:forces:R:3 method="wB97M-V/def2-TZVPD" relative_energy_kcal_mol=72.3 lumo_ev=-1.597 orbital_gap_ev=7.41 spin_multiplicity=1 e_homo_ha=-0.33097
C 0.624323 -0.053070 0.316578 -1.7108 -0.6559 -0.0334
C 0.626711 0.345550 -0.953161 1.1657 -0.3581 -3.6672
N 1.589068 0.302214 1.135784 1.3472 1.5492 2.7700
N 2.180695 0.599905 2.052536 -0.3266 -0.7031 -1.3840
O -0.434003 -0.708661 0.622674 -0.5083 -0.5290 0.8737
O 0.588648 0.318293 -2.107067 -0.2227 0.7177 1.3738
Br -3.217452 -0.366026 -1.002629 1.4636 0.0000 1.1051
H -1.957989 -0.438206 -0.064715 -1.2082 -0.0209 -1.0380

***

8
Properties=species:S:1:pos:R:3:forces:R:3 method="wB97M-V/def2-TZVPD" relative_energy_kcal_mol=0.0 lumo_ev=0.341 orbital_gap_ev=10.54 smiles="O=c1[nH]c(Br)no1" spin_multiplicity=1 e_homo_ha=-0.37470
O -2.346052 0.189001 0.046351 1.0928 0.3450 -0.1393
C -1.147878 0.325711 0.033019 -1.3114 -1.2268 0.0420
N -0.160328 -0.657364 0.057509 -0.4365 1.8827 0.3032
C 1.027100 0.015442 0.049865 -0.2035 -0.6155 -0.3016
Br 2.518628 -1.081169 0.035935 0.5480 0.4907 0.0061
N 0.881389 1.288761 0.038098 1.9267 -0.7206 0.1645
O -0.465447 1.482939 0.023045 -1.4279 1.1714 0.1119
H -0.307411 -1.563322 -0.283823 -0.1881 -1.3269 -0.1868